Arrangement P

A single C2HBrO molecule. Source: the OMol25 dataset; level of theory: the ωB97M-V functional and the def2-TZVPD basis.

## Properties
charge: 0
spin multiplicity: 1
LUMO energy: -2.213 eV
orbital gap: 7.832 eV

Geometry as XYZ:
```
5
C2HBrO, DFT the ωB97M-V functional and the def2-TZVPD basis
C 1.40 -0.49 0.25
C 1.60 0.77 0.11
O 1.78 1.89 -0.13
Br 3.78 -0.16 -0.04
H 0.75 -1.08 -0.30
```

How positive or negative is each atom? The Mulliken charges in e answer that: C -0.70; C 0.85; O -0.34; Br -0.12; H 0.31

---

Arrangement Q

A single C2HBrO molecule. Source: the OMol25 dataset; level of theory: the ωB97M-V functional and the def2-TZVPD basis.

## Properties
charge: 0
spin multiplicity: 1
LUMO energy: -0.611 eV
orbital gap: 7.747 eV

Geometry as XYZ:
```
5
C2HBrO, DFT the ωB97M-V functional and the def2-TZVPD basis
C -0.11 -0.60 0.09
C -0.58 0.67 -0.15
O -0.21 1.76 -0.21
Br 1.51 -0.28 -0.18
H -0.62 -1.55 0.44
```

How positive or negative is each atom? The Mulliken charges in e answer that: C -0.39; C 0.45; O -0.30; Br -0.08; H 0.32

---

If we sort the structures by their calculated energies, the order from most to least stable is arrangement P, arrangement Q.

---

Arrangement P

A single CH2FNO molecule. Source: the OMol25 dataset; level of theory: the ωB97M-V functional and the def2-TZVPD basis.

## Properties
charge: 0
spin multiplicity: 1
LUMO energy: 0.763 eV
orbital gap: 11.414 eV
SMILES string: O=CNF

Geometry as XYZ:
```
6
CH2FNO, DFT the ωB97M-V functional and the def2-TZVPD basis
O -0.01 0.12 1.73
C -0.20 0.46 0.56
N 0.26 -0.20 -0.58
F 0.93 -1.36 -0.31
H -0.74 1.29 0.07
H -0.23 -0.31 -1.46
```

How positive or negative is each atom? The Mulliken charges in e answer that: O -0.50; C 0.19; N -0.07; F -0.17; H 0.28; H 0.27

---

Arrangement Q

2 unconnected molecules or ions with the total composition CH2FNO. Source: the OMol25 dataset; level of theory: the ωB97M-V functional and the def2-TZVPD basis.

## Properties
charge: 0
spin multiplicity: 1
LUMO energy: -0.861 eV
orbital gap: 9.772 eV

Geometry as XYZ:
```
6
CH2FNO, DFT the ωB97M-V functional and the def2-TZVPD basis
C -0.19 0.11 0.57
N -0.90 -0.31 -0.50
O -0.74 1.12 0.12
F 1.88 -0.19 -0.24
H 0.16 -0.35 1.39
H -0.22 -0.40 -1.33
```

How positive or negative is each atom? The Mulliken charges in e answer that: C 0.47; N -0.29; O -0.20; F -0.69; H 0.34; H 0.36

---

Arrangement R

2 unconnected molecules or ions with the total composition CH2FNO. Source: the OMol25 dataset; level of theory: the ωB97M-V functional and the def2-TZVPD basis.

## Properties
charge: 0
spin multiplicity: 1
LUMO energy: 0.466 eV
orbital gap: 12.288 eV
SMILES string: N=C=O.F

Geometry as XYZ:
```
6
CH2FNO, DFT the ωB97M-V functional and the def2-TZVPD basis
N 0.98 0.19 -1.75
C 0.50 0.11 -0.68
O -0.03 -0.16 0.31
H 1.37 0.77 -2.49
F -1.72 -0.59 2.66
H -1.10 -0.32 1.94
```

How positive or negative is each atom? The Mulliken charges in e answer that: N -0.32; C 0.43; O -0.45; H 0.29; F -0.43; H 0.47

---

Arrangement S

A molecular structure, CH2FNO. Source: the OMol25 dataset; level of theory: the ωB97M-V functional and the def2-TZVPD basis.

## Properties
charge: 0
spin multiplicity: 1
LUMO energy: 0.149 eV
orbital gap: 9.195 eV

Geometry as XYZ:
```
6
CH2FNO, DFT the ωB97M-V functional and the def2-TZVPD basis
C -0.18 0.04 -0.50
N 0.21 -0.23 0.71
O 0.37 1.55 -1.49
F -1.08 -0.68 -1.08
H 0.91 0.33 1.16
H -0.22 -1.01 1.20
```

How positive or negative is each atom? The Mulliken charges in e answer that: C 0.46; N -0.27; O -0.56; F -0.14; H 0.25; H 0.25

---

If we sort the structures by their calculated energies, the order from most to least stable is arrangement R, arrangement P, arrangement S, arrangement Q.

---

Arrangement P

A molecular structure, C48H50N6O5STi. Source: the OMol25 dataset; level of theory: the ωB97M-V functional and the def2-TZVPD basis.

## Properties
charge: -2
spin multiplicity: 3
LUMO energy (spin up / spin down): 3.912 / 3.906 eV
orbital gap (spin up / spin down): 4.655 / 6.459 eV

Geometry as XYZ:
```
111
C48H50N6O5STi, DFT the ωB97M-V functional and the def2-TZVPD basis
Ti 0.19 -0.31 -0.09
O 1.07 0.78 5.37
C 2.08 0.06 4.89
C 3.19 -0.23 5.75
C 4.12 -1.10 5.40
C 4.06 -1.84 4.20
C 2.97 -1.50 3.27
C 2.02 -0.57 3.55
C 1.00 -0.25 2.64
O 1.06 -0.98 1.59
N 0.29 0.90 2.66
N -0.18 1.15 1.40
C -0.64 2.35 1.23
C -1.19 2.97 0.00
C -1.92 4.04 -0.10
C -2.49 4.65 -1.21
C -2.11 4.14 -2.43
C -1.15 2.99 -2.56
C -0.89 2.37 -1.31
O -0.24 1.20 -1.23
H 0.50 0.84 4.51
H 3.32 0.31 6.68
H 5.04 -1.48 6.21
H 4.77 -2.75 3.72
H 2.83 -2.02 2.35
H -0.94 3.02 2.11
H -2.16 4.58 0.85
H -2.74 5.79 -1.45
H -2.60 4.51 -3.22
H -0.40 2.66 -3.57
C 4.03 0.88 1.26
C 3.03 1.89 0.71
C 2.70 3.08 1.53
C 3.15 2.02 -0.84
C 3.39 3.35 -1.49
C 3.18 3.54 -2.84
C 2.63 2.37 -3.55
C 2.50 1.22 -3.06
C 1.91 0.11 -3.86
C 0.62 0.54 -4.67
C 3.11 -0.53 -4.75
C 2.67 0.97 -1.60
N 2.28 -0.17 -1.10
C 2.93 -1.39 -1.02
O 4.09 -1.62 -1.30
C 1.88 -2.46 -0.76
C 2.40 -3.82 -0.81
C 1.37 -4.91 -0.49
C 0.05 -4.44 -0.38
C -0.40 -3.16 -0.34
N 0.72 -2.02 -0.69
C -1.75 -2.57 -0.45
O -2.86 -3.16 -0.46
N -1.62 -1.17 -0.32
C -2.87 -0.62 -0.55
C -3.73 -0.12 0.35
C -5.03 0.18 0.01
C -5.49 0.25 -1.26
C -4.68 -0.14 -2.18
C -3.38 -0.62 -1.94
C -2.42 -0.93 -3.17
C -2.65 -0.07 -4.30
C -3.04 -2.77 -3.57
C -3.31 -0.06 1.83
C -4.18 -1.21 2.72
C -3.50 1.35 2.49
H 3.99 0.58 2.36
H 3.79 0.06 0.82
H 4.93 0.92 0.94
H 1.61 1.28 0.52
H 3.58 4.05 1.48
H 1.74 3.73 0.96
H 2.87 2.64 2.58
H 3.79 4.24 -0.93
H 3.42 4.55 -3.38
H 2.49 2.49 -4.43
H 1.58 -0.89 -3.31
H 0.78 1.37 -5.33
H 0.01 -0.56 -5.22
H -0.13 1.13 -4.08
H 3.23 0.33 -5.56
H 4.05 -0.57 -4.26
H 3.26 -1.74 -4.97
H 3.51 -4.58 -1.02
H 1.50 -5.91 -0.88
H -0.84 -5.12 -0.16
H -5.61 0.37 0.95
H -6.53 0.57 -1.49
H -5.00 -0.23 -3.29
H -1.37 -1.14 -2.49
H -3.67 -0.21 -5.09
H -2.47 1.07 -4.27
H -1.69 -0.45 -5.15
H -4.03 -2.78 -4.03
H -2.18 -2.93 -4.12
H -3.50 -3.23 -2.68
H -2.33 -0.45 1.91
H -5.28 -0.92 2.27
H -3.61 -2.16 2.58
H -4.14 -0.86 3.82
H -4.58 1.57 3.01
H -2.70 1.62 3.31
H -3.32 2.10 1.74
S 0.54 -3.68 4.64
C -0.11 -2.48 5.66
C -0.96 -1.78 4.90
N -1.13 -2.19 3.55
C -0.27 -3.14 3.26
H 0.06 -2.17 6.65
H -1.48 -0.81 5.29
H -0.39 -3.79 2.54
```

Atomic partial charges in e from the Mulliken method, atoms 1 to 8: Ti -1.29; O -0.70; C 0.00; C -0.70; C -0.24; C -0.77; C 0.14; C 0.05

---

Arrangement Q

A molecular structure, C48H50N6O5STi. Source: the OMol25 dataset; level of theory: the ωB97M-V functional and the def2-TZVPD basis.

## Properties
charge: -2
spin multiplicity: 3
LUMO energy (spin up / spin down): 3.764 / 3.761 eV
orbital gap (spin up / spin down): 3.777 / 6.087 eV

Geometry as XYZ:
```
111
C48H50N6O5STi, DFT the ωB97M-V functional and the def2-TZVPD basis
Ti 7.42 -5.86 16.22
O 3.94 -2.39 18.53
C 4.77 -1.56 17.89
C 4.49 -0.19 17.80
C 5.35 0.66 17.11
C 6.47 0.17 16.46
C 6.73 -1.19 16.52
C 5.91 -2.06 17.23
C 6.28 -3.52 17.22
O 7.31 -3.90 16.53
N 5.45 -4.39 17.76
N 5.86 -5.67 17.47
C 5.13 -6.64 18.06
C 5.24 -8.06 17.79
C 4.59 -9.00 18.60
C 4.62 -10.37 18.38
C 5.44 -10.82 17.35
C 6.08 -9.92 16.51
C 5.98 -8.54 16.69
O 6.55 -7.72 15.84
H 4.30 -3.32 18.43
H 3.61 0.20 18.30
H 5.11 1.72 17.04
H 7.12 0.83 15.90
H 7.57 -1.61 15.97
H 4.36 -6.30 18.75
H 4.01 -8.61 19.43
H 4.11 -11.07 19.04
H 5.54 -11.88 17.16
H 6.71 -10.28 15.70
C 10.22 -1.58 17.83
C 9.86 -2.87 18.57
C 11.12 -3.45 19.23
C 8.75 -2.69 19.60
C 8.48 -1.45 20.15
C 7.55 -1.32 21.19
C 6.89 -2.44 21.63
C 7.09 -3.71 21.07
C 6.17 -4.77 21.70
C 4.70 -4.55 21.32
C 6.54 -6.23 21.50
C 8.05 -3.85 20.05
N 8.20 -5.03 19.29
C 8.99 -5.99 19.69
O 9.63 -6.14 20.76
C 9.16 -7.15 18.66
C 9.56 -8.42 19.07
C 9.76 -9.47 18.16
C 9.61 -9.17 16.81
C 9.27 -7.87 16.46
N 9.01 -6.91 17.35
C 9.18 -7.43 14.99
O 9.07 -8.31 14.14
N 9.27 -6.08 14.82
C 9.84 -5.66 13.62
C 10.95 -6.38 13.07
C 11.45 -6.07 11.82
C 10.96 -5.00 11.08
C 10.05 -4.17 11.71
C 9.52 -4.44 12.98
C 8.82 -3.29 13.66
C 7.85 -2.48 12.80
C 9.91 -2.31 14.20
C 11.75 -7.38 13.92
C 11.83 -8.78 13.32
C 13.16 -6.83 14.18
H 10.99 -1.74 17.09
H 10.61 -0.80 18.49
H 9.37 -1.17 17.29
H 9.48 -3.60 17.82
H 11.55 -2.73 19.94
H 11.87 -3.64 18.47
H 10.92 -4.39 19.73
H 8.97 -0.56 19.79
H 7.36 -0.35 21.65
H 6.17 -2.32 22.45
H 6.26 -4.59 22.78
H 4.55 -4.76 20.26
H 4.38 -3.53 21.50
H 4.06 -5.22 21.90
H 6.33 -6.55 20.48
H 5.96 -6.87 22.16
H 7.62 -6.39 21.69
H 9.73 -8.58 20.13
H 10.02 -10.45 18.52
H 9.69 -9.91 16.03
H 12.29 -6.63 11.42
H 11.33 -4.79 10.08
H 9.76 -3.27 11.20
H 8.26 -3.65 14.53
H 8.37 -1.90 12.03
H 7.30 -1.76 13.42
H 7.12 -3.13 12.32
H 10.51 -1.93 13.39
H 10.58 -2.82 14.90
H 9.43 -1.47 14.73
H 11.28 -7.44 14.90
H 12.45 -8.78 12.42
H 10.86 -9.14 13.07
H 12.28 -9.45 14.05
H 13.74 -6.71 13.27
H 13.70 -7.50 14.86
H 13.10 -5.87 14.68
S 4.57 -4.44 12.62
C 5.52 -5.83 12.18
C 6.31 -6.26 13.19
N 6.20 -5.46 14.33
C 5.34 -4.53 14.17
H 5.48 -6.28 11.21
H 7.00 -7.10 13.23
H 5.06 -3.81 14.94
```

Atomic partial charges in e from the Mulliken method, atoms 1 to 8: Ti -1.08; O -0.75; C 0.75; C -0.71; C -0.60; C -0.86; C 0.00; C -0.53

---

If we sort the structures by their calculated energies, the order from most to least stable is arrangement Q, arrangement P.

---

Arrangement P

A single C14H20N2O3 molecule. Source: the OMol25 dataset; level of theory: the ωB97M-V functional and the def2-TZVPD basis.

## Properties
charge: 0
spin multiplicity: 1
LUMO energy: 0.640 eV
orbital gap: 9.798 eV
SMILES string: CC(C)[C@H](NC(=O)[C@@H](N)Cc1ccccc1)C(=O)O

Geometry as XYZ:
```
39
C14H20N2O3, DFT the ωB97M-V functional and the def2-TZVPD basis
C 0.65 -1.36 2.53
C 0.22 -2.13 1.30
C 0.79 -3.58 1.27
C 0.44 -1.23 -0.18
N -0.59 -1.73 -1.04
C -1.56 -0.98 -1.46
O -2.09 -1.04 -2.58
C -2.38 0.13 -0.62
N -2.06 0.23 0.84
C -2.19 1.58 -1.30
C -0.86 2.27 -0.98
C 0.26 2.07 -1.81
C 1.62 2.37 -1.46
C 1.74 3.01 -0.19
C 0.61 3.30 0.58
C -0.65 2.81 0.33
C 1.80 -1.39 -0.86
O 2.07 -1.74 -1.98
O 2.74 -0.75 -0.11
H 1.62 -0.92 2.35
H 0.82 -2.03 3.46
H -0.06 -0.56 2.86
H -0.90 -2.03 1.26
H 0.66 -3.95 2.27
H 0.48 -4.28 0.52
H 1.86 -3.50 1.22
H 0.36 -0.20 0.03
H -0.29 -2.47 -1.60
H -3.43 -0.05 -0.81
H -2.89 0.55 1.26
H -1.39 0.96 0.85
H -2.94 2.28 -0.78
H -2.50 1.54 -2.36
H 0.13 1.49 -2.77
H 2.45 2.24 -2.13
H 2.66 3.36 0.19
H 0.78 3.63 1.57
H -1.49 2.94 0.99
H 3.53 -0.84 -0.67
```

Atomic partial charges in e from the Mulliken method, atoms 1 to 8: C -1.23; C 0.60; C -1.73; C 1.16; N 0.10; C -0.19; O -0.71; C 0.16

---

Arrangement Q

A single C14H20N2O3 molecule. Source: the OMol25 dataset; level of theory: the ωB97M-V functional and the def2-TZVPD basis.

## Properties
charge: 0
spin multiplicity: 1
LUMO energy: 0.873 eV
orbital gap: 9.311 eV
SMILES string: O=C(CCCCCCC(=O)Nc1ccccc1)NO

Geometry as XYZ:
```
39
C14H20N2O3, DFT the ωB97M-V functional and the def2-TZVPD basis
O 0.14 -1.09 -0.67
C -0.71 -1.71 -0.05
C -2.06 -2.10 -0.63
C -3.21 -1.21 -0.14
C -3.39 0.08 -0.95
C -2.21 1.05 -0.86
C -2.11 1.73 0.51
C -0.80 2.51 0.66
C 0.35 1.55 0.90
O 0.41 0.89 1.93
N 1.28 1.50 -0.08
C 2.42 0.69 -0.15
C 2.95 0.42 -1.40
C 4.09 -0.36 -1.53
C 4.71 -0.86 -0.40
C 4.19 -0.58 0.85
C 3.06 0.20 0.99
N -0.57 -2.08 1.23
O 0.58 -1.82 1.98
H -2.26 -3.14 -0.35
H -1.99 -2.05 -1.72
H -4.14 -1.78 -0.22
H -3.07 -0.97 0.92
H -3.53 -0.19 -1.99
H -4.29 0.58 -0.60
H -1.29 0.53 -1.08
H -2.35 1.83 -1.62
H -2.14 0.98 1.31
H -2.95 2.41 0.65
H -0.62 3.13 -0.22
H -0.87 3.15 1.54
H 1.04 1.95 -0.95
H 2.46 0.81 -2.29
H 4.48 -0.57 -2.51
H 5.59 -1.48 -0.50
H 4.68 -0.97 1.74
H 2.67 0.43 1.97
H -1.26 -2.61 1.73
H 0.70 -0.84 1.99
```

Atomic partial charges in e from the Mulliken method, atoms 1 to 8: O -0.55; C 0.55; C -0.92; C -0.54; C -1.03; C -0.21; C -0.47; C -0.94

---

If we sort the structures by their calculated energies, the order from most to least stable is arrangement Q, arrangement P.